# 1
{"formula": "C51H42F3N11O4Tl", "method": "ωB97M-V with the def2-TZVPD basis set", "charge": -1, "largest_force_ev_per_a": 0.3, "total_energy_ha": -3343.97677, "symbols": ["Tl", "C", "O", "C", "C", "C", "C", "C", "C", "N", "C", "N", "C", "C", "C", "C", "C", "C", "O", "C", "N", "C", "C", "C", "C", "C", "C", "O", "C", "H", "H", "H", "H", "H", "H", "H", "H", "H", "H", "H", "H", "H", "H", "H", "H", "H", "H", "H", "H", "H", "H", "C", "N", "C", "N", "C", "N", "C", "C", "C", "C", "C", "C", "C", "N", "N", "C", "O", "C", "C", "C", "C", "C", "C", "N", "C", "N", "C", "N", "C", "H", "H", "H", "H", "H", "H", "H", "H", "H", "H", "H", "H", "H", "H", "H", "H", "F", "C", "F", "F", "C", "C", "C", "C", "C", "C", "C", "C", "H", "H", "H", "H"], "positions_angstrom": [[-1.75871, -1.00090, -0.03145], [3.68920, 2.98631, 3.10525], [3.42110, 4.23828, 2.46707], [2.18209, 4.78260, 2.68755], [2.10758, 6.04417, 3.25384], [0.87789, 6.65117, 3.46041], [-0.28128, 5.98787, 3.08436], [-0.21070, 4.73818, 2.48819], [1.02020, 4.11501, 2.28235], [1.17045, 2.87722, 1.64457], [0.20437, 1.86907, 1.51131], [-0.59637, 1.76933, 2.59549], [-1.62844, 0.86172, 2.97445], [-2.21881, -0.09810, 2.15997], [-3.23256, -0.85095, 2.76908], [-3.63202, -0.69214, 4.08789], [-3.01752, 0.27601, 4.87398], [-2.03058, 1.05315, 4.30599], [-1.38065, 2.03891, 5.05180], [-2.21019, 3.14319, 5.37685], [0.16006, 1.10980, 0.47691], [1.15778, 1.30632, -0.49464], [2.38008, 0.64341, -0.34010], [3.44226, 0.84519, -1.20454], [3.28911, 1.71786, -2.27529], [2.07329, 2.34815, -2.47147], [0.99970, 2.14900, -1.60402], [-0.12165, 2.86672, -1.88286], [-1.39938, 2.23770, -1.72811], [4.64529, 3.08011, 3.62007], [3.75536, 2.18820, 2.36543], [2.91285, 2.73614, 3.82883], [3.03371, 6.52991, 3.53394], [0.82787, 7.63125, 3.91651], [-1.24860, 6.45242, 3.22737], [-1.11246, 4.24508, 2.14951], [1.91606, 2.82786, 0.96631], [-0.34420, 2.37618, 3.36044], [-3.74797, -1.60364, 2.17444], [-4.41846, -1.30931, 4.50899], [-3.29739, 0.42821, 5.90953], [-3.03683, 2.84431, 6.02557], [-2.62371, 3.59862, 4.47147], [-1.58761, 3.87001, 5.89654], [2.47114, -0.02616, 0.50886], [4.38230, 0.33471, -1.03668], [4.10905, 1.90063, -2.95793], [1.92031, 3.02545, -3.30283], [-2.11581, 2.91153, -2.19185], [-1.66621, 2.07437, -0.68717], [-1.42291, 1.27880, -2.24874], [-0.42473, -3.75470, -4.64060], [-0.47134, -4.74623, -3.58677], [-0.44858, -4.59708, -2.25225], [-0.42099, -5.77440, -1.66225], [-0.44631, -6.63310, -2.71341], [-0.47342, -6.06220, -3.89758], [0.93132, -3.10579, -4.81723], [1.15565, -2.32386, -5.94599], [2.38714, -1.72164, -6.15663], [3.41204, -1.88250, -5.23780], [3.18628, -2.65396, -4.10485], [1.95538, -3.26871, -3.90274], [4.22705, -2.79076, -3.08896], [5.47394, -2.46697, -3.13653], [6.00643, -2.77833, -1.88757], [5.04051, -3.27717, -1.19444], [3.88412, -3.31683, -1.89169], [5.03328, -3.74584, 0.18980], [6.21339, -3.76052, 0.93187], [6.18336, -4.20195, 2.24246], [4.98783, -4.62979, 2.81408], [3.81571, -4.62400, 2.07469], [2.49785, -5.06595, 2.66698], [1.52875, -3.99206, 2.66386], [0.45878, -3.80596, 1.87517], [-0.13199, -2.67349, 2.16612], [0.62339, -2.19213, 3.18521], [1.64837, -2.95395, 3.52140], [3.84596, -4.17559, 0.76223], [-1.19284, -3.00042, -4.46253], [-0.68176, -4.29100, -5.55152], [-0.45869, -3.63250, -1.76103], [-0.44716, -7.70551, -2.60230], [0.35846, -2.18694, -6.66828], [2.54471, -1.11471, -7.03856], [4.37537, -1.40968, -5.37328], [1.81105, -3.86926, -3.01534], [7.13005, -3.41933, 0.46949], [7.09232, -4.20753, 2.82928], [4.96577, -4.95810, 3.84631], [2.63060, -5.40928, 3.69191], [2.07301, -5.88201, 2.08205], [0.17474, -4.48898, 1.08722], [0.40989, -1.25449, 3.67622], [2.93251, -4.15172, 0.17895], [-9.81323, 4.59225, -2.56490], [-8.76395, 4.36688, -3.37965], [-8.21112, 5.57666, -3.63630], [-9.27600, 3.94475, -4.56085], [-7.77973, 3.40139, -2.80920], [-7.91822, 2.90103, -1.52130], [-6.97161, 2.03091, -1.00978], [-5.85524, 1.64238, -1.76495], [-5.74544, 2.14903, -3.07076], [-6.68825, 3.01819, -3.58261], [-4.86256, 0.77452, -1.22189], [-3.99145, 0.07350, -0.71344], [-8.76904, 3.19336, -0.92055], [-7.07370, 1.63689, -0.00755], [-4.90024, 1.84467, -3.67387], [-6.58551, 3.40160, -4.59095]], "forces_ev_per_a": [[0.0, 0.1, 0.1], [0.0, 0.0, 0.0], [0.0, 0.0, 0.0], [0.0, 0.1, 0.1], [0.0, 0.0, 0.0], [0.0, 0.0, 0.0], [0.0, 0.0, 0.0], [0.0, 0.0, 0.0], [-0.1, 0.0, 0.0], [-0.1, 0.0, -0.1], [0.0, 0.1, 0.0], [-0.1, 0.0, 0.0], [0.1, 0.1, -0.1], [0.0, -0.2, -0.1], [0.0, 0.0, 0.0], [0.0, 0.0, 0.0], [0.0, 0.0, 0.0], [-0.1, 0.0, 0.0], [0.0, 0.0, 0.1], [0.0, 0.0, 0.0], [-0.1, -0.2, 0.0], [0.0, -0.1, 0.0], [0.0, 0.0, 0.0], [0.0, 0.0, 0.0], [0.0, 0.0, 0.0], [0.0, 0.0, 0.0], [0.1, -0.1, -0.2], [-0.1, 0.1, 0.2], [0.0, 0.0, -0.1], [0.0, 0.0, 0.0], [0.0, 0.0, 0.0], [0.0, 0.0, 0.0], [0.0, 0.0, 0.0], [0.0, 0.0, 0.0], [0.0, 0.0, 0.0], [0.0, 0.0, 0.0], [0.0, 0.0, 0.0], [0.0, 0.0, 0.0], [0.0, 0.0, 0.0], [0.0, 0.0, 0.0], [0.0, 0.0, 0.0], [0.0, 0.0, 0.0], [0.0, 0.0, 0.0], [0.0, 0.0, 0.0], [0.0, 0.0, 0.0], [0.0, 0.0, 0.0], [0.0, 0.0, 0.0], [0.0, 0.0, 0.0], [0.0, 0.0, 0.0], [0.0, 0.1, 0.0], [0.0, 0.0, 0.0], [0.0, 0.0, 0.0], [-0.1, 0.0, 0.0], [0.0, 0.1, 0.0], [0.0, -0.1, 0.0], [0.1, 0.0, 0.0], [0.1, 0.0, 0.1], [0.0, 0.0, -0.1], [0.0, 0.0, 0.0], [0.0, 0.0, 0.0], [0.0, 0.0, 0.0], [0.0, 0.1, 0.0], [0.0, 0.0, 0.1], [0.1, 0.0, -0.1], [0.0, 0.0, 0.1], [0.0, -0.1, 0.0], [0.1, 0.2, 0.0], [-0.2, -0.1, 0.1], [0.1, 0.0, 0.0], [0.0, 0.0, 0.0], [0.0, 0.0, 0.0], [0.0, 0.0, 0.0], [0.0, 0.0, 0.0], [0.1, 0.1, 0.0], [0.0, -0.1, 0.2], [0.1, 0.0, -0.3], [-0.1, 0.0, 0.2], [0.1, 0.0, 0.0], [-0.1, 0.1, -0.1], [-0.1, 0.0, -0.1], [0.0, 0.0, 0.1], [-0.1, 0.0, 0.0], [-0.1, 0.0, 0.0], [0.0, 0.0, 0.0], [0.0, 0.0, 0.0], [0.0, 0.0, 0.0], [0.0, 0.0, 0.0], [0.0, 0.0, 0.0], [0.0, 0.0, 0.0], [0.0, 0.0, 0.0], [0.0, 0.0, 0.0], [0.0, 0.0, 0.0], [0.0, 0.0, 0.0], [0.0, -0.1, 0.0], [0.0, 0.0, 0.0], [0.0, 0.0, 0.0], [0.0, 0.0, 0.0], [0.0, 0.0, 0.0], [0.0, 0.0, 0.0], [0.0, 0.0, 0.0], [0.0, 0.0, 0.0], [0.0, 0.0, 0.0], [0.0, 0.0, 0.0], [0.0, 0.0, 0.0], [0.0, 0.0, 0.0], [0.0, 0.0, 0.0], [0.0, 0.0, 0.0], [0.1, 0.1, -0.1], [0.0, 0.0, 0.0], [0.0, 0.0, 0.0], [0.0, 0.0, 0.0], [0.0, 0.0, 0.0]]}

***

# 2
{"formula": "C3H6N2", "method": "ωB97M-V with the def2-TZVPD basis set", "smiles": "C=C/C=N\\N", "largest_force_ev_per_a": 6.9, "total_energy_ha": -227.28269, "symbols": ["C", "C", "C", "H", "H", "H", "H", "H", "H", "N", "N"], "positions_angstrom": [[-0.14427, 1.07814, 0.05336], [1.27726, 0.57757, 0.11921], [1.54966, -0.82791, -0.15819], [-2.38587, -1.10076, 0.31425], [-0.50545, -1.23453, 0.64524], [-0.31479, 2.15601, -0.15988], [2.13289, 1.10770, 0.37809], [2.58870, -1.36589, -0.12045], [0.62850, -1.52745, -0.19648], [-1.28810, -0.91340, 0.04920], [-1.31759, 0.48456, -0.18449]], "forces_ev_per_a": [[-1.3, 0.9, -2.0], [-1.8, -6.6, -1.1], [-1.1, 1.8, 1.7], [4.2, -0.1, -0.4], [-1.6, 0.3, 0.4], [0.7, -0.6, 0.4], [0.9, 1.7, 0.2], [-2.0, 1.6, -0.2], [2.7, 1.1, -0.9], [-4.4, 0.9, -0.1], [3.8, -1.0, 2.1]]}

***

# 3
{"formula": "C18H25CuGe2INO", "method": "ωB97M-V with the def2-TZVPD basis set", "largest_force_ev_per_a": 1.0, "total_energy_ha": -6922.82450, "symbols": ["Cu", "Ge", "C", "C", "C", "C", "C", "C", "C", "C", "C", "C", "C", "C", "H", "H", "H", "H", "H", "H", "H", "H", "H", "H", "H", "N", "C", "O", "C", "I", "H", "H", "H", "H", "C", "Ge", "C", "C", "C", "H", "H", "H", "H", "H", "H", "H", "H", "H", "H"], "positions_angstrom": [[0.42637, 1.22075, -1.34474], [-0.35653, -1.00795, -1.10690], [-0.14171, -2.33720, 0.31071], [-0.69350, -2.14646, 1.57691], [-0.54401, -3.10169, 2.57250], [0.15943, -4.27021, 2.31348], [0.70110, -4.48071, 1.05368], [0.54909, -3.52084, 0.06242], [-2.24586, -0.46026, -1.03202], [-3.16482, -0.94348, -1.96113], [-4.50029, -0.56370, -1.90955], [-4.93868, 0.30617, -0.92196], [-4.03526, 0.79846, 0.01084], [-2.70158, 0.42232, -0.05253], [-0.18793, -1.80078, -2.42170], [-1.25760, -1.24582, 1.79340], [-0.97763, -2.93544, 3.55090], [0.27930, -5.01581, 3.08912], [1.24342, -5.39413, 0.84283], [0.97623, -3.69876, -0.91869], [-2.83807, -1.62869, -2.73518], [-5.19947, -0.95054, -2.64047], [-5.97975, 0.60027, -0.87889], [-4.36963, 1.47922, 0.78438], [-2.00404, 0.83824, 0.66839], [0.46452, 4.23455, -1.06337], [-0.75716, 3.75953, -1.30985], [-0.99104, 2.56548, -1.53702], [-1.90323, 4.73167, -1.34050], [-2.28759, 5.51744, 0.60575], [1.24404, 3.58583, -1.03147], [0.60161, 5.19068, -0.78391], [-2.79560, 4.20576, -1.65710], [-1.69834, 5.57940, -1.98777], [3.10198, -1.66422, 1.40748], [3.02170, 0.02081, 0.41378], [2.53252, 1.44108, 1.68349], [4.83879, 0.34117, -0.27394], [1.92509, 0.27515, -1.17639], [3.87358, -1.56295, 2.17367], [3.37209, -2.49312, 0.75433], [2.15892, -1.90337, 1.89396], [3.12599, 1.39439, 2.59759], [1.47926, 1.34816, 1.95846], [2.68284, 2.42015, 1.22488], [5.57058, 0.33393, 0.53547], [4.89552, 1.30196, -0.78588], [5.10707, -0.44157, -0.98474], [2.23827, -0.34485, -2.02273]], "forces_ev_per_a": [[-0.3, 1.0, -0.1], [0.8, -0.4, 0.0], [-0.1, 0.0, 0.1], [0.0, 0.0, 0.0], [0.0, 0.0, 0.0], [0.0, 0.0, 0.0], [0.0, 0.0, 0.0], [0.0, 0.0, 0.0], [0.0, 0.2, 0.0], [0.0, 0.0, 0.0], [0.0, 0.0, 0.0], [0.0, 0.0, 0.0], [0.0, 0.0, 0.0], [0.0, 0.0, 0.0], [-0.1, 0.0, 0.0], [0.0, 0.0, 0.0], [0.0, 0.0, 0.0], [0.0, 0.0, 0.0], [0.0, 0.0, 0.0], [0.0, 0.0, 0.0], [0.0, 0.0, 0.0], [0.0, 0.0, 0.0], [0.0, 0.0, 0.0], [0.0, 0.0, 0.0], [0.0, 0.0, 0.0], [0.0, 0.0, 0.0], [-0.1, 0.0, 0.0], [0.1, 0.0, 0.1], [0.0, 0.0, 0.0], [0.0, 0.0, 0.0], [0.0, 0.0, 0.0], [0.0, 0.0, 0.0], [0.0, 0.0, 0.0], [0.0, 0.0, 0.0], [0.0, 0.0, 0.0], [-0.1, 0.3, -0.1], [0.0, -0.1, 0.0], [0.0, 0.0, 0.1], [-0.4, -1.0, 0.1], [0.0, 0.0, 0.0], [0.0, 0.0, 0.0], [0.0, 0.0, 0.0], [0.0, 0.0, 0.0], [0.0, 0.0, 0.0], [0.0, 0.0, 0.0], [0.0, 0.0, 0.0], [0.0, 0.0, 0.0], [0.0, 0.0, 0.0], [0.0, 0.0, 0.0]]}